# 1
Below is a molecular structure, C21H29N4ORhS3Sb, with properties calculated with ωB97M-V/def2-TZVPD.

Each line ends with the natural charge from an NBO analysis.
Atoms and positions in Å:
Rh 0.730 -1.166 -0.893  0.268
N 3.803 -0.471 2.028  -0.769
C 2.714 -0.675 1.267  0.294
S 2.979 -0.925 -0.437  -0.060
N 1.553 -0.624 1.887  -0.435
N 0.494 -0.809 1.063  -0.204
C -0.714 -0.784 1.531  0.259
C -1.040 -0.515 2.945  -0.146
C -0.510 -1.303 3.962  -0.157
C -0.831 -1.035 5.283  -0.204
C -1.666 0.028 5.597  -0.184
C -2.190 0.823 4.588  -0.223
C -1.884 0.548 3.264  -0.152
C -1.768 -1.042 0.532  0.150
C -3.107 -1.196 0.867  -0.213
C -4.029 -1.455 -0.133  -0.133
C -3.599 -1.563 -1.446  -0.235
C -2.249 -1.427 -1.712  0.060
N -1.361 -1.171 -0.753  -0.436
H 4.720 -0.620 1.646  0.413
H 3.691 -0.408 3.025  0.415
H 0.152 -2.123 3.717  0.226
H -0.424 -1.656 6.070  0.226
H -1.909 0.237 6.631  0.227
H -2.837 1.655 4.830  0.225
H -2.295 1.169 2.477  0.206
H -3.411 -1.125 1.901  0.252
H -5.074 -1.580 0.114  0.239
H -4.288 -1.765 -2.253  0.243
H -1.846 -1.540 -2.711  0.231
C 1.295 2.781 1.157  -0.632
C 0.228 2.669 0.072  -0.741
Sb 0.729 1.311 -1.496  1.404
C -0.738 1.750 -2.990  -0.741
C -1.294 3.170 -2.945  -0.622
C 2.533 2.111 -2.291  -0.735
C 2.482 3.608 -2.573  -0.626
H 1.048 3.590 1.846  0.227
H 2.277 3.003 0.734  0.209
H 1.381 1.864 1.739  0.224
H 0.067 3.630 -0.419  0.234
H -0.735 2.356 0.481  0.227
H -1.540 1.020 -2.865  0.225
H -0.261 1.536 -3.948  0.236
H -1.807 3.370 -2.004  0.209
H -2.017 3.320 -3.748  0.229
H -0.514 3.923 -3.063  0.211
H 2.738 1.537 -3.197  0.239
H 3.313 1.855 -1.575  0.246
H 1.770 3.848 -3.362  0.209
H 3.460 3.963 -2.899  0.233
H 2.208 4.181 -1.685  0.208
C 1.343 -5.839 -2.661  -0.268
O 1.295 -4.515 -3.232  -0.467
C 1.055 -3.504 -2.449  0.091
S 0.793 -3.613 -0.772  -0.046
S 1.014 -1.936 -3.119  0.003
H 1.622 -6.492 -3.481  0.220
H 0.362 -6.108 -2.273  0.204
H 2.088 -5.874 -1.868  0.208

Output
- energy above the lowest of the compared OMol25 structures with the same formula, charge and spin (eV) = 0.000
- M (g/mol) = 674.4
- frontier orbital gap (eV) = 7.29
- charge = +1
- electronic energy (Eh) = -2657.11092

# 2
Below is a molecular structure, C21H30AuN5SSeSi2, with properties calculated with ωB97M-V/def2-TZVPD.

Each line ends with the Löwdin spin population.
Atoms and positions in Å:
Au 0.481 1.155 -0.516  0.396
C 4.097 -1.570 0.470  0.009
Si 2.789 -1.481 -0.861  0.035
C 3.266 -0.177 -2.098  0.001
C 2.628 -3.112 -1.785  0.006
N 1.254 -1.035 -0.139  0.336
C 0.553 -1.695 0.760  0.096
C 0.955 -2.967 1.291  0.056
C 0.242 -3.619 2.249  0.063
C -0.948 -3.050 2.762  0.099
C -1.401 -1.855 2.285  0.029
C -0.723 -1.131 1.257  0.120
N -1.206 -0.025 0.696  0.251
Si -2.625 0.892 1.149  0.028
C -4.177 -0.122 0.852  0.006
C -2.522 1.458 2.927  0.005
C -2.665 2.385 0.036  0.004
H 5.088 -1.674 0.022  0.001
H 3.950 -2.403 1.158  0.000
H 4.088 -0.648 1.056  0.000
H 4.234 -0.432 -2.537  0.000
H 3.354 0.803 -1.626  0.001
H 2.536 -0.100 -2.905  0.000
H 3.610 -3.573 -1.916  0.001
H 2.217 -2.931 -2.782  0.000
H 1.985 -3.835 -1.283  0.000
H 1.879 -3.398 0.932  0.000
H 0.594 -4.567 2.634  0.002
H -1.499 -3.563 3.539  0.005
H -2.311 -1.432 2.689  -0.002
H -4.106 -1.131 1.262  0.000
H -4.380 -0.207 -0.219  0.000
H -5.044 0.359 1.311  0.001
H -2.633 0.644 3.644  0.000
H -3.304 2.193 3.133  0.001
H -1.555 1.932 3.110  0.000
H -2.669 2.093 -1.017  0.001
H -1.786 3.015 0.201  0.003
H -3.550 2.995 0.223  0.000
Se 1.884 2.156 1.214  0.242
C 1.303 3.944 0.882  0.038
C 0.659 4.684 1.869  0.023
C 0.274 5.984 1.585  -0.005
N 0.479 6.580 0.412  0.030
C 1.094 5.866 -0.527  -0.001
C 1.522 4.559 -0.347  0.039
H 0.464 4.253 2.842  0.001
H -0.231 6.577 2.339  -0.001
H 1.255 6.363 -1.477  -0.001
H 2.018 4.028 -1.149  0.001
S -0.313 0.907 -2.835  0.055
C -0.678 -0.755 -2.891  0.007
N -1.201 -1.363 -1.795  0.005
C -1.484 -2.670 -1.748  0.003
C -1.288 -3.433 -2.863  0.000
C -0.774 -2.760 -3.980  0.000
N -0.476 -1.478 -4.007  0.001
H -1.258 -0.793 -0.915  0.002
H -1.856 -3.043 -0.802  0.002
H -1.504 -4.489 -2.876  0.000
H -0.583 -3.306 -4.898  0.000

Output
- 2S+1 = 3
- energy above the lowest of the compared OMol25 structures with the same formula, charge and spin (eV) = 0.000
- M (g/mol) = 716.7
- frontier orbital gap (alpha / beta) (eV) = 6.44 / 5.61
- electronic energy (Eh) = -4606.36355

# 3
Below is a molecular structure, C21H30B5Ca3F20O18 at a distorted geometry, with properties calculated with ωB97M-V/def2-TZVPD.

Each line ends with the Löwdin charge.
Atoms and positions in Å:
Ca 0.936 -2.877 6.967  1.961
Ca -7.620 -5.784 4.658  1.958
Ca 0.771 -11.347 4.733  1.953
B -5.636 -10.591 5.233  -1.403
F -6.080 -11.873 5.229  0.151
F -5.877 -10.031 4.024  0.125
F -6.371 -9.859 6.162  0.075
F -4.249 -10.610 5.457  0.072
B 2.952 -8.306 8.386  -1.452
F 3.972 -8.629 9.242  0.148
F 3.448 -8.286 7.143  0.137
F 1.909 -9.177 8.305  0.110
F 2.376 -7.066 8.643  0.078
B -1.465 -5.983 3.995  -1.436
F -0.859 -4.732 3.686  0.044
F -0.705 -6.966 3.504  0.169
F -1.400 -6.015 5.324  0.138
F -2.813 -5.978 3.698  0.118
B -1.463 -14.274 1.340  -1.313
F -2.624 -14.732 1.959  0.101
F -1.594 -12.897 1.251  0.081
F -0.297 -14.494 2.054  0.079
F -1.383 -14.880 0.061  0.077
B -5.009 -1.933 6.589  -1.486
F -5.384 -1.866 5.281  0.128
F -3.688 -1.759 6.678  0.144
F -5.553 -0.928 7.293  0.168
F -5.323 -3.187 7.128  0.072
C -9.561 -4.060 -4.421  -0.075
C -8.913 -2.727 -4.043  -0.088
O -8.044 -3.038 -2.935  0.074
C -8.508 -4.152 -2.372  -0.586
O -8.224 -4.646 -1.281  0.090
O -9.471 -4.655 -3.123  0.032
H -8.997 -4.848 -4.921  0.142
H -10.617 -4.022 -4.688  0.138
H -9.652 -2.042 -3.628  0.138
H -8.368 -2.336 -4.903  0.135
C -2.525 -9.395 12.549  -0.123
C -3.641 -9.173 11.505  -0.081
O -4.768 -8.813 12.313  0.093
C -4.525 -9.116 13.551  -0.640
O -5.323 -8.945 14.434  0.152
O -3.286 -9.518 13.686  0.072
H -1.978 -8.492 12.816  0.134
H -1.831 -10.222 12.400  0.136
H -3.757 -10.000 10.804  0.132
H -3.427 -8.255 10.957  0.125
C 3.649 3.469 0.599  -0.162
C 2.870 4.522 1.304  -0.149
O 2.356 3.859 2.411  0.084
C 2.565 2.533 2.306  -0.520
O 2.098 1.686 3.059  0.107
O 3.320 2.286 1.219  0.084
H 4.700 3.711 0.756  0.136
H 3.365 3.395 -0.450  0.143
H 2.051 4.753 0.624  0.133
H 3.365 5.475 1.490  0.142
C 10.096 -2.920 1.265  -0.013
C 8.600 -2.475 1.058  -0.277
C 7.764 -3.461 0.168  -0.048
O 6.617 -3.723 1.040  0.080
C 6.836 -3.296 2.275  -0.553
O 6.139 -3.553 3.236  0.117
O 7.959 -2.507 2.349  0.056
H 10.470 -2.524 2.209  0.080
H 10.778 -2.703 0.443  0.082
H 10.090 -3.995 1.442  0.080
H 8.477 -1.450 0.709  0.144
H 8.285 -4.296 -0.300  0.131
H 7.528 -2.800 -0.666  0.122
C -1.630 -3.867 -4.433  -0.034
C -1.275 -3.495 -3.041  -0.270
C 0.207 -3.347 -2.784  -0.093
O 0.460 -2.047 -3.351  0.031
C -0.648 -1.263 -3.172  -0.529
O -0.706 -0.045 -3.304  0.119
O -1.693 -2.066 -2.858  0.061
H -1.141 -3.265 -5.199  0.102
H -2.705 -3.986 -4.565  0.093
H -1.256 -4.860 -4.682  0.091
H -1.799 -4.091 -2.293  0.156
H 0.937 -3.933 -3.341  0.139
H 0.515 -3.385 -1.739  0.133
C 6.575 -10.019 -3.774  -0.013
C 6.792 -10.926 -2.500  -0.271
C 7.788 -10.390 -1.502  -0.109
O 6.966 -9.943 -0.454  0.089
C 5.700 -10.322 -0.731  -0.607
O 4.802 -10.272 0.091  0.114
O 5.525 -10.826 -1.889  0.126
H 5.685 -10.157 -4.388  0.085
H 7.388 -10.159 -4.487  0.075
H 6.669 -8.950 -3.583  0.083
H 7.052 -11.947 -2.780  0.156
H 8.444 -9.682 -2.008  0.137
H 8.379 -11.210 -1.096  0.137

Output
- energy above the lowest of the compared OMol25 structures with the same formula, charge and spin (eV) = 31.517
- M (g/mol) = 1124.7
- frontier orbital gap (eV) = 3.48
- charge = +1
- electronic energy (Eh) = -6327.35568

> Which value of energy above the lowest of the compared OMol25 structures with the same formula, charge and spin does entry 2 give?

0.000 eV

> The highest energy above the lowest of the compared OMol25 structures with the same formula, charge and spin belongs to which entry?

C21H30B5Ca3F20O18